[1]
The following is a quantum chemistry calculation of a molecular structure, C22H36N2O5PPtS4SbSi, from OMol25.

```
73
Properties=species:S:1:pos:R:3:lowdin_charge:R:1
Pt -0.421 0.095 -1.216 0.73
O 0.093 -1.951 0.142 -0.22
N -0.826 -2.621 0.731 -0.23
C -0.477 -3.742 1.392 -0.04
C -1.398 -4.539 2.029 -0.08
C -2.742 -4.168 2.005 -0.09
C -3.099 -3.021 1.335 -0.09
C -2.141 -2.236 0.682 -0.61
S -2.588 -0.845 -0.193 0.70
H 0.581 -3.960 1.379 0.14
H -1.065 -5.433 2.532 0.10
H -3.484 -4.786 2.484 0.10
H -4.126 -2.697 1.288 0.11
S -1.375 1.026 -6.036 -0.42
Sb -2.634 0.794 -4.087 0.13
S -1.276 2.017 -2.460 0.04
S -1.748 -1.268 -3.186 -0.01
C 4.192 1.063 -1.992 -0.16
Si 2.388 1.369 -2.576 0.48
C 1.831 2.876 -1.566 -0.20
C 2.353 1.887 -4.429 -0.15
N 1.474 -0.116 -2.403 -0.05
C 1.812 -1.300 -2.926 -0.33
C 1.043 -2.457 -2.651 -0.09
C 1.334 -3.677 -3.211 -0.07
C 2.434 -3.829 -4.041 -0.07
C 3.235 -2.724 -4.302 -0.07
C 2.929 -1.490 -3.780 -0.01
H 4.750 1.992 -2.047 0.02
H 4.729 0.318 -2.566 0.01
H 4.182 0.740 -0.957 0.03
H 2.547 3.689 -1.669 0.03
H 1.755 2.634 -0.512 0.00
H 0.864 3.238 -1.897 -0.05
H 2.782 2.877 -4.545 0.02
H 1.332 1.923 -4.803 -0.02
H 2.905 1.211 -5.074 0.01
H 0.219 -2.355 -1.964 0.01
H 0.698 -4.525 -2.994 0.11
H 2.666 -4.791 -4.474 0.10
H 4.108 -2.836 -4.932 0.10
H 3.547 -0.645 -4.027 0.07
C -0.856 -1.326 4.128 -0.01
C 0.026 -0.179 3.613 -0.64
C 1.350 -0.716 3.071 -0.03
C 0.271 0.810 4.757 -0.04
O -0.715 0.442 2.579 -0.17
P 0.003 1.524 1.556 0.28
O 0.687 2.618 2.281 -0.27
O 0.815 0.776 0.530 -0.39
O -1.325 1.963 0.748 -0.27
C -2.379 2.807 1.210 -0.63
C -3.685 2.014 1.094 -0.06
C -2.191 3.245 2.659 -0.04
C -2.424 4.023 0.281 -0.04
H -0.359 -1.840 4.946 0.08
H -1.065 -2.037 3.334 0.05
H -1.804 -0.928 4.484 0.09
H 1.825 -1.393 3.781 0.09
H 2.009 0.124 2.860 0.08
H 1.181 -1.239 2.131 0.06
H 0.877 0.348 5.535 0.08
H -0.682 1.119 5.185 0.08
H 0.773 1.693 4.370 0.07
H -3.630 1.131 1.725 0.06
H -3.833 1.691 0.067 0.06
H -4.532 2.625 1.403 0.08
H -2.107 2.367 3.294 0.07
H -3.046 3.841 2.979 0.09
H -1.278 3.822 2.763 0.07
H -2.481 3.689 -0.752 0.01
H -1.516 4.608 0.394 0.09
H -3.292 4.638 0.511 0.08
```

Charge = -1
<S²> = 0.8334
E_LUMO (alpha / beta) = 0.8 / 0.0 eV
Energy above the lowest of the compared OMol25 structures with the same formula, charge and spin = 55.8 kcal/mol
Multiplicity = 2
Kohn-Sham gap (alpha / beta) = 0.1841 / 0.1539 Eh

---

[2]
The following is a quantum chemistry calculation of a molecular structure, C22H36N4O3RbTe2, from OMol25.

```
68
Properties=species:S:1:pos:R:3:lowdin_charge:R:1
Rb -0.901 -1.018 -1.698 0.65
O -3.205 2.957 4.508 -0.05
C -3.863 3.023 3.257 -0.20
C -3.387 1.892 2.389 -0.17
C -4.075 1.553 1.233 -0.01
C -3.575 0.532 0.447 -0.13
N -2.473 -0.157 0.737 0.05
C -1.818 0.153 1.860 -0.21
C -2.243 1.175 2.703 0.05
C -0.582 -0.643 2.169 -0.22
C 0.064 -0.521 3.394 0.05
C 1.220 -1.246 3.634 -0.17
C 1.931 -1.156 4.955 -0.20
O 1.546 0.043 5.602 -0.05
C 1.689 -2.083 2.631 0.00
C 0.971 -2.164 1.453 -0.15
N -0.136 -1.463 1.212 0.02
H -3.526 3.668 5.070 0.10
H -3.642 3.967 2.748 0.13
H -4.949 2.955 3.368 0.13
H -4.984 2.070 0.948 0.12
H -4.098 0.244 -0.460 0.11
H -1.708 1.427 3.604 0.11
H -0.311 0.126 4.171 0.11
H 3.010 -1.195 4.785 0.13
H 1.658 -2.031 5.554 0.14
H 1.947 0.072 6.476 0.10
H 2.593 -2.665 2.763 0.12
H 1.301 -2.827 0.660 0.09
C 2.284 -4.336 -4.099 -0.46
Te 2.200 -2.574 -2.906 1.09
C 2.194 -1.239 -4.566 -0.45
H 3.251 -4.385 -4.591 0.00
H 1.482 -4.307 -4.831 0.00
H 2.158 -5.198 -3.448 0.00
H 1.401 -1.520 -5.254 0.01
H 3.158 -1.273 -5.065 0.01
H 2.012 -0.238 -4.178 -0.03
C 1.040 1.761 0.556 -0.02
N 1.451 2.585 -0.565 -0.07
C 2.256 3.755 -0.239 -0.15
C 2.147 4.795 -1.332 -0.15
C 2.471 4.139 -2.655 -0.15
N 1.622 2.973 -2.859 -0.08
C 1.338 2.611 -4.236 -0.03
C 1.166 2.195 -1.839 -0.47
O 0.499 1.167 -2.064 -0.20
H 0.474 2.360 1.273 0.10
H 1.907 1.333 1.069 0.11
H 0.412 0.954 0.202 0.05
H 3.303 3.466 -0.092 0.13
H 1.896 4.153 0.710 0.13
H 2.830 5.620 -1.137 0.12
H 1.130 5.192 -1.362 0.13
H 3.528 3.851 -2.690 0.13
H 2.296 4.826 -3.482 0.12
H 0.884 3.457 -4.755 0.10
H 0.650 1.775 -4.255 0.08
H 2.255 2.336 -4.764 0.10
C -3.712 -5.149 0.439 -0.46
Te -1.969 -4.097 -0.184 1.11
C -1.657 -5.291 -1.931 -0.45
H -3.448 -6.173 0.687 0.00
H -4.453 -5.123 -0.355 0.00
H -4.102 -4.646 1.322 0.00
H -2.597 -5.375 -2.474 0.00
H -1.289 -6.277 -1.661 0.00
H -0.921 -4.790 -2.559 -0.03
```

Charge = +1
E_LUMO = -2.1 eV
Energy above the lowest of the compared OMol25 structures with the same formula, charge and spin = 2.6 kcal/mol
Kohn-Sham gap = 0.2899 Eh

---

[3]
The following is a quantum chemistry calculation of a molecular structure, C22H36O2P2Pt, from OMol25.

```
63
Properties=species:S:1:pos:R:3:lowdin_charge:R:1
P 0.160 -1.808 -4.470 0.98
P 0.264 1.623 -4.634 1.01
C -0.008 -0.844 -6.033 -0.32
C 0.815 0.431 -6.015 -0.29
H -1.066 -0.624 -6.218 0.09
H 0.332 -1.516 -6.838 0.11
H 1.895 0.243 -5.906 0.08
H 0.686 0.975 -6.964 0.11
C -0.794 2.618 -5.808 -0.19
H -1.356 3.408 -5.289 0.05
H -1.518 1.969 -6.318 0.07
H -0.130 3.083 -6.549 0.06
C 1.755 2.674 -4.632 -0.17
H 1.732 3.254 -5.567 0.07
H 2.648 2.028 -4.597 0.07
H 1.726 3.358 -3.772 0.06
C -0.627 -3.334 -5.024 -0.16
H -0.524 -4.113 -4.261 0.08
H -0.131 -3.668 -5.947 0.08
H -1.689 -3.159 -5.243 0.08
C 1.923 -2.123 -4.460 -0.14
H 2.512 -1.200 -4.388 0.07
H 2.177 -2.607 -5.422 0.11
H 2.178 -2.811 -3.652 0.03
Pt 1.936 -0.938 -0.449 1.20
C -0.780 2.433 -3.001 -0.26
C -2.120 2.819 -3.202 -0.05
C -3.303 1.970 -3.221 -0.14
C -3.016 0.484 -2.933 -0.17
C -2.157 -0.104 -3.952 -0.10
C -1.049 -0.858 -3.444 -0.38
C -0.020 -0.036 -2.536 -0.26
C -0.362 1.360 -1.955 -0.18
C 2.161 -2.724 -0.964 -0.39
H -0.111 3.314 -2.910 0.12
H -2.282 3.902 -3.361 0.15
H -3.841 2.000 -4.185 0.15
H -4.014 2.317 -2.448 0.15
H -2.598 0.392 -1.928 0.12
H -3.957 -0.086 -2.904 0.15
H -2.611 -0.378 -4.895 0.12
H -1.402 -1.671 -2.783 0.15
H 0.937 0.143 -3.091 0.06
H 0.322 -0.693 -1.669 0.04
H -1.062 1.302 -1.113 0.12
H 0.586 1.714 -1.508 0.11
H 2.936 -3.217 -0.366 0.02
H 2.397 -2.899 -2.003 -0.06
H 1.215 -3.241 -0.756 0.03
O 0.079 -0.295 0.625 -0.09
C 0.789 0.722 0.972 -0.54
O 1.867 0.973 0.236 -0.24
C 0.455 1.551 2.182 -0.15
C -0.883 1.704 2.549 -0.03
C -1.241 2.458 3.679 -0.05
C -0.242 3.069 4.458 -0.05
C 1.095 2.978 4.055 -0.05
C 1.445 2.245 2.907 0.00
H -1.634 1.293 1.880 0.11
H -2.298 2.608 3.929 0.11
H -0.511 3.643 5.344 0.12
H 1.872 3.520 4.607 0.12
H 2.446 2.244 2.509 0.11
```

Charge = +2
<S²> = 6.0274
E_LUMO (alpha / beta) = -6.6 / -8.2 eV
Energy above the lowest of the compared OMol25 structures with the same formula, charge and spin = 31.7 kcal/mol
Multiplicity = 5
Kohn-Sham gap (alpha / beta) = 0.2576 / 0.1964 Eh

---

Which formula does entry 2 have? C22H36N4O3RbTe2

---

What is the formula in the third record? C22H36O2P2Pt

---

What is the formula in the first record? C22H36N2O5PPtS4SbSi

---

charge of number 2 (C22H36N4O3RbTe2)? +1